[1]
ORCA calculation (wB97M-V/def2-TZVPD) on 2 unconnected molecules or ions with the total composition C2H4F4P at a distorted geometry.

Calculated values
Largest force on an atom, eV Å⁻¹: 4.154
LUMO, hartree: -0.2603
HOMO-LUMO gap, eV: 9.233
Total charge: +1
Highest occupied orbital energy, eV: -16.32

The geometry in XYZ format:
```
11
C2H4F4P (wB97M-V/def2-TZVPD)
C 1.086 -0.920 0.166
C 1.266 0.438 -0.032
F 0.743 -1.706 -0.783
F -1.301 -0.621 0.686
F -1.599 0.803 -1.158
F -3.507 -0.002 -0.070
P -2.170 0.779 0.377
H 1.366 0.772 1.024
H 1.109 -1.332 1.197
H 0.810 0.969 -0.866
H 2.198 0.818 -0.541
```

List of natural (NBO) charges in e, atom by atom: number 1, C, carries 0.723; number 2, C, carries -0.878; number 3, F, carries -0.184; number 4, F, carries -0.614; number 5, F, carries -0.587; number 6, F, carries -0.548; number 7, P, carries 1.776; number 8, H, carries 0.304; number 9, H, carries 0.234; number 10, H, carries 0.371; number 11, H, carries 0.403

[2]
ORCA calculation (wB97M-V/def2-TZVPD) on 2 unconnected molecules or ions with the total composition CH3Cl2OPS at a distorted geometry.

Calculated values
Largest force on an atom, eV Å⁻¹: 3.540
LUMO, hartree: -0.0301
HOMO-LUMO gap, eV: 8.951
Relative energy (zero: lowest compared OMol25 entry of this formula, charge and spin), kcal per mole: 127.08
Highest occupied orbital energy, eV: -9.77

The geometry in XYZ format:
```
9
CH3Cl2OPS (wB97M-V/def2-TZVPD)
C -1.003 0.578 -0.295
O 2.598 -1.219 0.695
P -0.021 -0.972 -0.661
S 1.465 -0.330 0.641
Cl -2.772 0.096 -0.106
Cl 1.918 1.423 -0.487
H -1.118 1.237 -1.169
H -0.431 1.218 0.526
H -0.635 -2.031 0.856
```

List of natural (NBO) charges in e, atom by atom: number 1, C, carries -0.734; number 2, O, carries -0.883; number 3, P, carries 0.447; number 4, S, carries 1.005; number 5, Cl, carries -0.050; number 6, Cl, carries -0.293; number 7, H, carries 0.255; number 8, H, carries 0.253; number 9, H, carries 0.002

[3]
ORCA calculation (wB97M-V/def2-TZVPD) on a molecular structure, C33H26ClN7O8S3Y at a distorted geometry.

Calculated values
Largest force on an atom, eV Å⁻¹: 2.988
LUMO, hartree: 0.0620
HOMO-LUMO gap, eV: 7.164
Relative energy (zero: lowest compared OMol25 entry of this formula, charge and spin), kcal per mole: 30.46
Total charge: -1
Highest occupied orbital energy, eV: -5.48

The geometry in XYZ format:
```
79
C33H26ClN7O8S3Y (wB97M-V/def2-TZVPD)
Y 0.221 -2.113 -0.400
N 4.327 -2.778 -1.990
C 2.959 -2.435 -2.177
S 1.867 -3.818 -2.127
N 2.660 -1.164 -2.378
N 1.321 -0.910 -2.307
C 0.773 0.129 -2.873
C 1.570 1.115 -3.686
C 1.916 2.397 -3.208
C 2.547 3.299 -4.028
C 2.819 2.970 -5.361
C 2.512 1.686 -5.835
C 1.851 0.799 -5.005
C -0.674 0.196 -2.742
C -1.468 1.000 -3.559
C -2.856 0.894 -3.524
C -3.432 0.073 -2.529
C -2.616 -0.691 -1.731
N -1.288 -0.640 -1.838
H 4.583 -3.743 -2.065
H 5.034 -2.079 -1.772
H 1.663 2.569 -2.124
H 2.870 4.238 -3.557
H 3.332 3.721 -5.917
H 2.593 1.362 -6.882
H 1.626 -0.183 -5.520
H -0.942 1.675 -4.190
H -3.519 1.448 -4.206
H -4.517 0.117 -2.373
H -3.028 -1.361 -0.983
O -2.643 -5.470 -2.388
S -2.536 -4.520 -1.339
O -3.622 -3.573 -1.188
O -1.223 -3.834 -1.327
C -2.508 -5.426 0.221
C -2.851 -6.765 0.158
C -2.801 -7.539 1.287
C -2.579 -6.951 2.513
C -2.403 -5.557 2.613
C -2.187 -4.806 1.450
S -1.533 -3.178 1.838
O -1.820 -2.820 3.195
O -0.118 -3.434 1.523
O -1.956 -2.184 0.869
H -3.037 -7.225 -0.783
H -3.000 -8.629 1.225
H -2.650 -7.534 3.414
H -2.445 -5.111 3.624
Cl 4.667 -3.385 2.976
C 3.489 -3.068 1.691
C 2.871 -1.664 1.621
O 3.055 -0.673 2.304
O 2.047 -1.685 0.608
H 2.620 -3.667 1.761
H 3.942 -3.320 0.732
N -0.072 4.259 3.882
C -0.292 5.618 4.143
C -0.576 6.357 5.298
C -0.715 7.710 5.044
C -0.620 8.250 3.747
C -0.369 7.510 2.614
C -0.213 6.189 2.843
N -0.034 5.205 1.878
C 0.075 4.115 2.550
C 0.046 2.705 2.015
C -1.067 1.821 2.240
C -1.027 0.602 1.614
N -0.089 0.202 0.810
C 1.002 0.970 0.709
C 1.090 2.278 1.244
H -0.122 3.519 4.529
H -0.511 5.897 6.257
H -0.841 8.351 5.878
H -0.831 9.294 3.646
H -0.316 7.868 1.594
H -1.909 2.051 2.843
H -1.831 -0.151 1.796
H 1.767 0.725 0.003
H 1.972 2.901 1.115
```

List of Mulliken charges in e, atom by atom: number 1, Y, carries 0.804; number 2, N, carries -0.405; number 3, C, carries 0.326; number 4, S, carries -0.514; number 5, N, carries -1.322; number 6, N, carries 1.469; number 7, C, carries 0.130; number 8, C, carries -0.553; number 9, C, carries -0.005; number 10, C, carries -0.539; number 11, C, carries -0.490; number 12, C, carries -0.597; number 13, C, carries 0.150; number 14, C, carries 0.401; number 15, C, carries -0.853; number 16, C, carries -0.656; number 17, C, carries -1.033; number 18, C, carries -0.160; number 19, N, carries 0.845; number 20, H, carries 0.215; number 21, H, carries 0.224; number 22, H, carries 0.310; number 23, H, carries 0.365; number 24, H, carries 0.388; number 25, H, carries 0.335; number 26, H, carries 0.305; number 27, H, carries 0.561; number 28, H, carries 0.377; number 29, H, carries 0.399; number 30, H, carries 0.481; number 31, O, carries -0.751; number 32, S, carries 1.459; number 33, O, carries -0.717; number 34, O, carries -0.929; number 35, C, carries -0.032; number 36, C, carries -0.657; number 37, C, carries -0.410; number 38, C, carries -0.543; number 39, C, carries -0.782; number 40, C, carries 0.047; number 41, S, carries 1.630; number 42, O, carries -0.702; number 43, O, carries -0.697; number 44, O, carries -0.380; number 45, H, carries 0.519; number 46, H, carries 0.324; number 47, H, carries 0.376; number 48, H, carries 0.399; number 49, Cl, carries -0.256; number 50, C, carries 0.014; number 51, C, carries 0.348; number 52, O, carries -0.694; number 53, O, carries 0.251; number 54, H, carries 0.101; number 55, H, carries 0.089; number 56, N, carries 0.005; number 57, C, carries 0.358; number 58, C, carries -0.920; number 59, C, carries -0.506; number 60, C, carries -0.439; number 61, C, carries -0.665; number 62, C, carries 0.799; number 63, N, carries -0.695; number 64, C, carries -0.335; number 65, C, carries 0.645; number 66, C, carries -0.830; number 67, C, carries -0.542; number 68, N, carries 0.758; number 69, C, carries -0.630; number 70, C, carries -0.936; number 71, H, carries 0.190; number 72, H, carries 0.411; number 73, H, carries 0.412; number 74, H, carries 0.375; number 75, H, carries 0.449; number 76, H, carries 0.522; number 77, H, carries 0.379; number 78, H, carries 0.712; number 79, H, carries 0.518

[4]
ORCA calculation (wB97M-V/def2-TZVPD) on 4 unconnected molecules or ions with the total composition C3H16N3O3 at a distorted geometry.

Calculated values
Largest force on an atom, eV Å⁻¹: 1.227
LUMO, hartree: -0.0916
HOMO-LUMO gap, eV: 11.340
Relative energy (zero: lowest compared OMol25 entry of this formula, charge and spin), kcal per mole: 17.12
Total charge: +1
Highest occupied orbital energy, eV: -13.83

The geometry in XYZ format:
```
25
C3H16N3O3 (wB97M-V/def2-TZVPD)
C -2.310 -1.033 2.774
C -1.037 -0.253 2.558
N -0.756 0.100 1.137
C -0.204 -0.702 0.235
N 0.446 -0.174 -0.793
N -0.333 -2.033 0.399
H -3.195 -0.423 2.578
H -2.487 -1.310 3.813
H -2.372 -1.925 2.165
H -1.027 0.694 3.079
H -0.157 -0.801 2.897
H -0.771 1.094 1.003
H 0.949 0.719 -0.615
H 0.971 -0.835 -1.357
H 0.100 -2.557 -0.342
H -1.241 -2.397 0.639
H 0.340 3.624 -3.181
H -0.196 4.474 -1.922
O 0.529 3.990 -2.314
H 2.219 -3.226 -2.018
H 0.888 -2.885 -2.754
O 1.335 -2.866 -1.907
H 2.205 2.786 -0.223
H 1.350 2.851 -1.521
O 1.677 2.232 -0.805
```

List of natural (NBO) charges in e, atom by atom: number 1, C, carries -0.624; number 2, C, carries -0.219; number 3, N, carries -0.567; number 4, C, carries 0.682; number 5, N, carries -0.784; number 6, N, carries -0.789; number 7, H, carries 0.225; number 8, H, carries 0.245; number 9, H, carries 0.194; number 10, H, carries 0.220; number 11, H, carries 0.212; number 12, H, carries 0.419; number 13, H, carries 0.452; number 14, H, carries 0.423; number 15, H, carries 0.429; number 16, H, carries 0.411; number 17, H, carries 0.501; number 18, H, carries 0.505; number 19, O, carries -0.955; number 20, H, carries 0.506; number 21, H, carries 0.495; number 22, O, carries -0.979; number 23, H, carries 0.490; number 24, H, carries 0.511; number 25, O, carries -1.004